No. 1
Formula: C41H45AlF3N2O20
Source: the OMol25 dataset
Level of theory: ωB97M-V/def2-TZVPD

Properties
HOMO level = -4.937 eV
E_LUMO = -0.336 eV
total charge = -1

Geometry as XYZ:
```
112
Properties=species:S:1:pos:R:3:forces:R:3
N -4.2468 -1.1704 -1.1518 -0.025 0.139 -0.071
C -2.9892 -0.8576 -1.8544 -0.205 -0.114 0.105
C -1.7266 -1.4410 -1.1989 0.244 0.258 -0.454
C -0.6025 -0.4141 -0.9555 -0.248 -0.223 0.146
C 0.0829 -0.5118 0.4108 0.453 0.190 -0.071
C 1.2655 -1.4981 0.4311 -0.541 -0.350 -0.332
Al 0.6937 -3.4537 0.5127 0.150 -0.053 0.343
C 1.8928 -4.5997 1.6822 0.128 -0.103 -0.403
C 1.5940 -6.0878 1.4262 -0.291 0.333 0.060
C 1.7360 -7.0489 2.5966 -0.089 -0.600 -0.264
N 1.0747 -8.3626 2.3673 -0.089 0.290 -0.010
C 0.6234 -4.2972 -1.3501 -0.118 0.175 -0.142
C 1.3578 -3.5190 -2.4398 0.048 -0.060 0.234
C 1.0131 -3.9279 -3.8331 -0.189 -0.094 -0.302
F 1.9238 -3.4679 -4.7607 0.027 -0.035 0.209
F 0.9586 -5.2567 -4.0225 0.091 0.029 -0.038
F -0.1747 -3.4309 -4.2409 -0.046 -0.047 0.033
H -4.7855 -1.8605 -1.6540 0.046 -0.095 0.057
H -4.0518 -1.5451 -0.2333 -0.012 -0.029 0.006
H -2.8963 0.2273 -1.9381 0.029 0.100 0.069
H -3.0800 -1.2322 -2.8735 0.000 0.052 -0.129
H -1.3435 -2.2079 -1.8710 -0.010 -0.304 0.204
H -1.9849 -1.9287 -0.2618 -0.026 -0.083 0.092
H -1.0070 0.5904 -1.0807 -0.064 0.053 0.009
H 0.1614 -0.5347 -1.7262 0.076 0.159 -0.092
H 0.4404 0.4945 0.6532 -0.051 0.090 0.107
H -0.6515 -0.7914 1.1707 -0.126 0.067 0.056
H 1.8152 -1.3292 -0.5021 0.300 0.061 0.043
H 1.9463 -1.2461 1.2469 0.064 -0.059 0.119
H -0.8164 -3.5401 1.1563 -0.031 -0.025 0.005
H 1.7693 -4.3646 2.7422 -0.097 0.047 0.099
H 2.9465 -4.4088 1.4560 0.130 0.042 0.113
H 0.5578 -6.1970 1.0785 -0.092 -0.044 -0.033
H 2.2167 -6.4394 0.6001 0.015 -0.117 -0.102
H 2.7831 -7.2731 2.7971 0.139 0.249 0.166
H 1.2839 -6.6158 3.4883 0.091 0.089 0.136
H 1.1936 -8.5921 1.3837 0.103 -0.106 0.048
H 0.0734 -8.2173 2.4585 0.005 -0.041 0.008
H 1.0101 -5.3178 -1.3547 0.005 -0.112 0.106
H -0.4315 -4.3802 -1.6323 -0.074 0.013 0.030
H 2.4349 -3.6468 -2.3326 0.120 0.082 -0.003
H 1.1427 -2.4510 -2.3917 0.082 0.099 0.000
C 3.7220 -6.4228 5.9713 -0.040 0.007 -0.125
C 4.1071 -6.6625 7.2307 -0.045 -0.022 -0.021
C 5.3005 -5.9822 7.8589 0.157 0.158 -0.087
O 5.5489 -6.2719 9.0183 -0.033 -0.052 0.029
C 6.0680 -5.0459 7.0677 0.049 -0.025 0.126
C 5.6862 -4.8023 5.8049 0.033 0.051 0.028
C 4.4825 -5.4731 5.1784 -0.190 -0.183 0.104
O 4.2311 -5.1670 4.0317 0.135 0.022 -0.015
O 6.3029 -3.9676 4.9883 0.062 0.045 0.017
O 3.4923 -7.5082 8.0493 -0.065 -0.038 -0.015
H 2.8710 -6.9057 5.5108 -0.001 -0.005 0.012
H 6.9248 -4.5704 7.5234 -0.002 0.016 -0.018
H 5.7905 -3.9880 4.1520 -0.047 -0.026 -0.018
H 3.9884 -7.4694 8.8901 0.044 0.029 0.016
C -1.7255 3.2683 1.5751 0.088 -0.071 -0.037
C -2.6501 4.0710 2.1167 0.023 -0.038 0.027
C -3.2880 5.2033 1.3485 0.010 0.070 -0.264
O -4.1316 5.8614 1.9311 0.005 0.035 0.181
C -2.8760 5.4380 -0.0207 -0.070 0.079 0.078
C -1.9491 4.6369 -0.5599 -0.166 0.142 -0.065
C -1.3174 3.5006 0.2031 -0.016 -0.160 0.244
O -0.4888 2.8400 -0.3921 0.101 0.191 -0.115
O -1.4919 4.7791 -1.7983 0.058 -0.049 -0.037
O -3.0979 3.9565 3.3605 0.017 -0.044 0.046
H -1.2653 2.4495 2.1105 -0.025 -0.011 0.004
H -3.3301 6.2583 -0.5582 -0.008 -0.022 -0.021
H -0.8349 4.0633 -1.9255 -0.021 -0.064 0.033
H -3.7615 4.6648 3.4701 -0.017 0.032 -0.028
C 2.8804 8.7390 0.4863 0.093 0.046 -0.079
C 1.8934 8.3172 1.2893 0.046 0.022 0.020
C 0.7479 7.4693 0.7836 -0.015 -0.080 -0.211
O -0.0838 7.1320 1.6079 -0.002 0.022 0.062
C 0.7095 7.1164 -0.6188 -0.165 -0.059 0.149
C 1.6966 7.5355 -1.4228 -0.023 -0.021 0.012
C 2.8504 8.3706 -0.9145 0.047 0.086 0.216
O 3.6963 8.6900 -1.7304 -0.013 -0.011 -0.069
O 1.7622 7.2685 -2.7163 -0.040 -0.038 -0.041
O 1.8207 8.5907 2.5816 0.048 0.042 0.045
H 3.7042 9.3426 0.8394 -0.005 -0.009 0.022
H -0.1205 6.5181 -0.9642 0.035 0.020 -0.121
H 2.5851 7.6864 -3.0384 0.037 0.026 0.023
H 1.0108 8.1466 2.9043 -0.037 -0.034 -0.024
C -10.0279 4.7796 2.4821 -0.094 0.004 0.094
C -9.1439 4.8126 1.4743 -0.038 -0.034 -0.002
C -7.8098 5.5149 1.5944 0.192 0.161 0.261
O -7.0803 5.4794 0.6231 -0.095 -0.083 -0.209
C -7.4784 6.1808 2.8389 0.084 0.026 -0.064
C -8.3633 6.1452 3.8437 0.046 0.014 -0.005
C -9.6929 5.4358 3.7279 -0.092 -0.117 -0.176
O -10.4132 5.4628 4.7110 0.010 0.041 0.051
O -8.1700 6.7156 5.0246 0.061 0.038 0.029
O -9.3417 4.2481 0.2959 -0.056 -0.038 -0.027
H -10.9831 4.2799 2.4066 0.011 -0.014 -0.020
H -6.5206 6.6776 2.9083 0.005 -0.019 0.006
H -8.9705 6.5184 5.5502 -0.044 -0.028 -0.012
H -8.5313 4.4186 -0.2256 0.046 0.021 0.012
C 4.8550 -1.0421 -7.9497 0.109 0.069 -0.070
C 3.8657 -1.7273 -7.3460 0.009 0.036 -0.041
C 2.9258 -2.6246 -8.1330 0.031 -0.021 -0.198
O 2.0670 -3.2254 -7.5281 -0.003 0.077 0.050
C 3.1081 -2.7144 -9.5766 -0.038 -0.031 0.031
C 4.0939 -2.0257 -10.1604 -0.047 -0.049 -0.037
C 5.0371 -1.1505 -9.3752 0.013 0.049 0.200
O 5.9075 -0.5786 -10.0146 0.001 0.002 -0.051
O 4.3462 -2.0384 -11.4651 -0.036 -0.046 -0.070
O 3.6624 -1.6519 -6.0487 -0.026 0.030 0.149
H 5.5299 -0.4020 -7.3993 -0.019 -0.016 0.040
H 2.4292 -3.3462 -10.1315 0.003 -0.004 -0.002
H 5.1191 -1.4509 -11.5845 0.030 0.030 0.040
H 2.9152 -2.2149 -5.7647 -0.024 -0.104 -0.218
```
Positions in Å, forces in eV/Å.

Atom charges from the Löwdin analysis, given in e for atoms 1 to 99: number 1, N, carries -0.021; number 2, C, carries -0.275; number 3, C, carries -0.191; number 4, C, carries -0.211; number 5, C, carries -0.313; number 6, C, carries -0.252; number 7, Al, carries 0.336; number 8, C, carries -0.278; number 9, C, carries -0.322; number 10, C, carries -0.313; number 11, N, carries -0.033; number 12, C, carries -0.227; number 13, C, carries -0.183; number 14, C, carries -0.601; number 15, F, carries 0.060; number 16, F, carries 0.130; number 17, F, carries 0.119; number 18, H, carries 0.047; number 19, H, carries 0.050; number 20, H, carries 0.084; number 21, H, carries 0.100; number 22, H, carries 0.084; number 23, H, carries 0.070; number 24, H, carries 0.068; number 25, H, carries 0.096; number 26, H, carries 0.075; number 27, H, carries 0.084; number 28, H, carries 0.033; number 29, H, carries 0.037; number 30, H, carries -0.044; number 31, H, carries 0.032; number 32, H, carries 0.036; number 33, H, carries 0.080; number 34, H, carries 0.098; number 35, H, carries 0.089; number 36, H, carries 0.100; number 37, H, carries 0.049; number 38, H, carries 0.049; number 39, H, carries 0.045; number 40, H, carries 0.047; number 41, H, carries 0.126; number 42, H, carries 0.090; number 43, C, carries 0.085; number 44, C, carries -0.237; number 45, C, carries -0.319; number 46, O, carries 0.087; number 47, C, carries 0.065; number 48, C, carries -0.234; number 49, C, carries -0.297; number 50, O, carries 0.119; number 51, O, carries 0.118; number 52, O, carries 0.108; number 53, H, carries 0.129; number 54, H, carries 0.131; number 55, H, carries 0.124; number 56, H, carries 0.113; number 57, C, carries 0.090; number 58, C, carries -0.230; number 59, C, carries -0.305; number 60, O, carries 0.088; number 61, C, carries 0.074; number 62, C, carries -0.250; number 63, C, carries -0.300; number 64, O, carries 0.107; number 65, O, carries 0.094; number 66, O, carries 0.114; number 67, H, carries 0.139; number 68, H, carries 0.138; number 69, H, carries 0.126; number 70, H, carries 0.113; number 71, C, carries 0.071; number 72, C, carries -0.234; number 73, C, carries -0.301; number 74, O, carries 0.106; number 75, C, carries 0.085; number 76, C, carries -0.227; number 77, C, carries -0.312; number 78, O, carries 0.101; number 79, O, carries 0.124; number 80, O, carries 0.117; number 81, H, carries 0.134; number 82, H, carries 0.112; number 83, H, carries 0.119; number 84, H, carries 0.119; number 85, C, carries 0.070; number 86, C, carries -0.234; number 87, C, carries -0.308; number 88, O, carries 0.111; number 89, C, carries 0.076; number 90, C, carries -0.236; number 91, C, carries -0.315; number 92, O, carries 0.096; number 93, O, carries 0.112; number 94, O, carries 0.120; number 95, H, carries 0.134; number 96, H, carries 0.126; number 97, H, carries 0.116; number 98, H, carries 0.122; number 99, C, carries 0.065

---

No. 2
Formula: C2H6Cl2P
Source: the OMol25 dataset
Level of theory: ωB97M-V/def2-TZVPD

Properties
HOMO level = -16.538 eV
E_LUMO = -4.139 eV
total charge = +1

Geometry as XYZ:
```
11
Properties=species:S:1:pos:R:3:forces:R:3
C -0.4870 0.2836 -1.6366 0.140 -3.358 1.851
C -0.2118 0.1254 1.5888 0.158 -0.166 -1.255
P 0.6008 -0.2288 -0.0749 -1.576 1.121 -0.289
Cl 2.3813 0.6192 0.0215 -0.198 0.030 -0.225
Cl 0.9061 -2.1922 -0.0613 -0.204 0.444 -0.259
H -0.0373 0.1203 -2.6248 0.276 -0.092 0.594
H -0.8799 1.2636 -1.5396 -0.229 0.912 0.414
H -1.2990 -0.5256 -1.4477 0.999 1.484 -0.599
H -0.3269 1.1751 1.8614 0.144 0.133 -0.598
H 0.5509 -0.2777 2.2419 -0.113 -0.408 0.447
H -1.1972 -0.3629 1.6712 0.603 -0.099 -0.082
```
Positions in Å, forces in eV/Å.

Charge distribution, natural (NBO) scheme, values in e: number 1, C, carries -0.834; number 2, C, carries -0.917; number 3, P, carries 1.290; number 4, Cl, carries -0.099; number 5, Cl, carries -0.104; number 6, H, carries 0.288; number 7, H, carries 0.270; number 8, H, carries 0.266; number 9, H, carries 0.287; number 10, H, carries 0.272; number 11, H, carries 0.283

---

What did the second record say?
Formula: C2H6Cl2P
Source: the OMol25 dataset
Level of theory: ωB97M-V/def2-TZVPD

Properties
HOMO level = -16.538 eV
E_LUMO = -4.139 eV
total charge = +1

Geometry as XYZ:
```
11
Properties=species:S:1:pos:R:3:forces:R:3
C -0.4870 0.2836 -1.6366 0.140 -3.358 1.851
C -0.2118 0.1254 1.5888 0.158 -0.166 -1.255
P 0.6008 -0.2288 -0.0749 -1.576 1.121 -0.289
Cl 2.3813 0.6192 0.0215 -0.198 0.030 -0.225
Cl 0.9061 -2.1922 -0.0613 -0.204 0.444 -0.259
H -0.0373 0.1203 -2.6248 0.276 -0.092 0.594
H -0.8799 1.2636 -1.5396 -0.229 0.912 0.414
H -1.2990 -0.5256 -1.4477 0.999 1.484 -0.599
H -0.3269 1.1751 1.8614 0.144 0.133 -0.598
H 0.5509 -0.2777 2.2419 -0.113 -0.408 0.447
H -1.1972 -0.3629 1.6712 0.603 -0.099 -0.082
```
Positions in Å, forces in eV/Å.

Charge distribution, natural (NBO) scheme, values in e: number 1, C, carries -0.834; number 2, C, carries -0.917; number 3, P, carries 1.290; number 4, Cl, carries -0.099; number 5, Cl, carries -0.104; number 6, H, carries 0.288; number 7, H, carries 0.270; number 8, H, carries 0.266; number 9, H, carries 0.287; number 10, H, carries 0.272; number 11, H, carries 0.283

---

Q: Which of these has the highest E_LUMO?
A: C41H45AlF3N2O20

---

Q: The highest E_LUMO belongs to which entry?
A: C41H45AlF3N2O20